1.
A cluster of 4 separate species, C14H33N8O3 in total, computed with the ωB97M-V functional and the def2-TZVPD basis.

```
58
Properties=species:S:1:pos:R:3:lowdin_charge:R:1
N 3.686 -2.094 -1.262 0.0749
C 3.917 -0.660 -1.116 -0.6528
N 4.845 -0.471 0.007 0.0888
N 4.589 -0.239 -2.349 0.0811
C 2.604 0.224 -0.881 -0.0353
C 1.370 -0.637 -0.773 -0.2650
C 0.588 -0.997 -1.806 0.0344
N -0.373 -1.808 -1.188 0.1279
C -0.156 -1.902 0.087 -0.0643
N 0.927 -1.183 0.421 0.1790
H 3.132 -2.339 -2.074 0.0741
H 3.344 -2.530 -0.416 0.0761
H 5.331 -1.362 0.103 0.0833
H 4.292 -0.384 0.858 0.0590
H 4.612 0.773 -2.410 0.0836
H 4.057 -0.623 -3.126 0.0735
H 2.486 0.978 -1.665 0.1232
H 2.702 0.797 0.056 0.1155
H 0.689 -0.742 -2.850 0.1515
H -1.122 -2.285 -1.673 0.1854
H -0.737 -2.495 0.808 0.1369
H 1.344 -1.079 1.334 0.1825
C -0.641 -4.391 3.231 -0.3392
O -1.041 -3.275 2.912 -0.0334
N -0.991 -5.536 2.634 -0.1912
C -0.476 -6.824 3.073 -0.0385
C -1.915 -5.494 1.513 -0.0311
H 0.059 -4.536 4.068 0.1394
H 0.064 -7.298 2.253 0.0946
H -1.307 -7.463 3.375 0.0975
H 0.199 -6.698 3.917 0.0888
H -1.493 -4.881 0.714 0.0732
H -2.856 -5.046 1.832 0.1007
H -2.098 -6.499 1.141 0.0942
C -0.099 2.088 0.922 -0.3541
O 0.087 2.757 -0.079 0.0073
N -0.691 2.517 2.046 -0.1874
C -0.877 1.657 3.201 -0.0426
C -1.162 3.894 2.106 -0.0204
H 0.223 1.035 0.976 0.0992
H -1.942 1.574 3.425 0.0963
H -0.362 2.086 4.061 0.0962
H -0.478 0.662 3.008 0.0739
H -1.895 4.064 1.317 0.0938
H -0.323 4.573 1.950 0.0995
H -1.615 4.091 3.074 0.0923
C -2.138 6.097 -2.361 -0.3567
O -2.524 7.204 -2.672 0.0227
N -2.492 4.951 -2.983 -0.2035
C -1.992 3.661 -2.556 -0.0690
C -3.402 5.022 -4.114 -0.0423
H -1.445 5.934 -1.517 0.1322
H -1.443 3.194 -3.379 0.0870
H -2.833 3.022 -2.272 0.0871
H -1.325 3.772 -1.702 0.0498
H -2.966 5.646 -4.895 0.0941
H -4.343 5.475 -3.798 0.0936
H -3.591 4.025 -4.505 0.0825
```

Highest occupied orbital energy ... -10.726 eV
Lowest unoccupied orbital energy ... -0.105 hartree
Total charge ... +1
Total energy ... -1216.79545 Eh

***

2.
The molecule C4Cl2, computed with the ωB97M-V functional and the def2-TZVPD basis.

```
6
Properties=species:S:1:pos:R:3:lowdin_charge:R:1
C -0.734 -0.043 0.072 -0.0869
C 1.942 0.143 0.024 -0.6860
C 0.720 -0.017 -0.077 -0.0729
C -1.934 -0.037 -0.051 -0.6990
Cl 3.515 -0.039 0.014 0.7641
Cl -3.509 -0.007 0.017 0.7806
```

Highest occupied orbital energy ... -9.220 eV
Lowest unoccupied orbital energy ... 0.023 hartree
Structure (SMILES) ... ClC#CC#CCl
Total energy ... -1072.64673 Eh

***

3.
A cluster of 2 separate species, C11H13N2OP in total, computed with the ωB97M-V functional and the def2-TZVPD basis.

```
28
Properties=species:S:1:pos:R:3:lowdin_charge:R:1
C -4.160 0.519 0.097 -0.0852
C -3.627 0.996 -1.121 -0.0724
C -3.475 -0.386 0.900 -0.0104
C -2.314 0.666 -1.477 -0.0099
C -0.093 -1.006 0.887 -0.1268
C -2.148 -0.701 0.587 -0.2417
C -1.537 -0.040 -0.542 -0.1250
C 1.002 1.764 1.601 -0.4563
C 4.196 -0.709 0.290 -0.0837
C 2.112 -0.903 -1.017 -0.2216
C 0.793 -0.226 -1.232 -0.0937
N -1.263 -1.324 1.410 0.1366
N -0.192 -0.371 -0.352 -0.0705
O 2.954 -0.122 -0.124 -0.4126
P 1.917 2.099 0.198 0.8706
H -5.177 0.838 0.400 0.1097
H -4.067 1.633 -1.838 0.0857
H -4.024 -0.651 1.712 0.0751
H -1.746 0.972 -2.259 0.0628
H 0.833 -1.233 1.287 0.1082
H 1.170 2.173 2.676 0.0235
H 0.196 1.161 1.656 -0.1053
H 4.505 -0.020 0.949 0.0309
H 4.791 -0.572 -0.643 0.1048
H 4.309 -1.731 0.805 0.1225
H 2.527 -1.066 -1.959 0.0879
H 2.109 -1.999 -0.670 0.1502
H 0.409 0.239 -2.219 0.1466
```

Highest occupied orbital energy (spin up / spin down) ... -7.294 / -7.579 eV
Lowest unoccupied orbital energy (spin up / spin down) ... -0.015 / -0.019 hartree
Total energy ... -952.84404 Eh